Entry 1:
C29H24AsN3O2RuS as an isolated structure, computed with ωB97M-V with the def2-TZVPD basis set.

Computed properties:
E_LUMO (spin up / spin down), hartree: -0.088 / -0.171
Relative energy (zero: lowest compared OMol25 entry of this formula, charge and spin), kcal/mol: 0.0
E, a.u.: -4162.7208
Charge: +1
2S+1: 6
Gap between HOMO and LUMO (spin up / spin down), eV: 8.113 / 6.438

Positions of all 61 atoms, in Å:
Ru  -0.447  -1.358  1.285
O  -2.497  -0.789  1.534
N  -3.131  -0.319  0.516
N  -2.493  -0.386  -0.568
O  -1.281  -0.883  -0.647
C  -3.078  0.156  -1.774
C  -2.265  0.287  -2.886
C  -2.805  0.826  -4.045
C  -4.133  1.218  -4.083
C  -4.932  1.070  -2.955
C  -4.413  0.536  -1.789
H  -1.234  -0.029  -2.842
H  -2.180  0.934  -4.921
H  -4.550  1.635  -4.989
H  -5.971  1.368  -2.984
H  -5.027  0.417  -0.909
S  1.160  -1.548  2.961
C  2.597  -0.534  2.725
C  3.567  -0.571  3.725
C  4.718  0.193  3.605
C  4.913  0.998  2.492
C  3.948  1.044  1.496
C  2.790  0.288  1.610
As  1.403  0.314  0.273
C  2.153  1.175  -1.278
C  2.247  2.563  -1.342
C  2.818  3.156  -2.459
C  3.288  2.369  -3.502
C  3.189  0.986  -3.437
C  2.618  0.385  -2.324
C  0.159  1.628  0.974
C  -0.801  2.181  0.119
C  -1.776  3.022  0.625
C  -1.810  3.310  1.985
C  -0.856  2.769  2.835
C  0.130  1.929  2.334
H  3.417  -1.201  4.591
H  5.466  0.155  4.385
H  5.813  1.590  2.397
H  4.102  1.669  0.625
H  1.878  3.177  -0.531
H  2.897  4.233  -2.512
H  3.732  2.836  -4.371
H  3.554  0.376  -4.251
H  2.537  -0.694  -2.274
H  -0.782  1.958  -0.942
H  -2.513  3.454  -0.040
H  -2.580  3.960  2.378
H  -0.876  2.999  3.892
H  0.879  1.521  3.000
C  -1.464  -6.281  1.061
C  -0.168  -5.817  0.895
C  0.064  -4.458  0.969
N  -0.922  -3.577  1.181
C  -2.173  -4.024  1.341
C  -2.483  -5.370  1.291
H  -1.677  -7.341  1.016
H  0.656  -6.493  0.720
H  1.062  -4.051  0.872
H  -2.931  -3.272  1.517
H  -3.505  -5.689  1.432



Entry 2:
C30H31MnN4S4Sb as an isolated structure, computed with ωB97M-V with the def2-TZVPD basis set.

Computed properties:
E_LUMO (spin up / spin down), hartree: -0.161 / -0.162
Relative energy (zero: lowest compared OMol25 entry of this formula, charge and spin), kcal/mol: 3.3
E, a.u.: -4364.5709
Charge: +1
Gap between HOMO and LUMO (spin up / spin down), eV: 6.705 / 6.689

Positions of all 71 atoms, in Å:
Mn  -0.594  0.196  -0.054
C  -5.188  -1.372  2.705
C  -4.481  -1.853  3.949
C  -5.059  -2.819  4.772
C  -4.435  -3.251  5.933
C  -3.205  -2.721  6.305
C  -2.603  -1.771  5.497
C  -3.237  -1.349  4.332
N  -2.588  -0.363  3.517
C  -1.954  -0.657  2.364
N  -2.042  -1.913  1.929
C  -1.373  -2.508  0.830
C  -0.720  -1.759  -0.126
C  -0.106  -2.430  -1.185
C  -0.146  -3.809  -1.275
C  -0.809  -4.539  -0.293
C  -1.431  -3.908  0.769
C  -2.150  -4.704  1.833
N  -1.288  0.275  1.694
C  -1.126  1.564  2.335
C  -2.006  2.585  2.005
C  -1.839  3.851  2.542
C  -0.782  4.083  3.413
C  0.089  3.054  3.738
C  -0.061  1.773  3.210
C  0.913  0.679  3.561
H  -6.259  -1.558  2.780
H  -4.829  -1.887  1.808
H  -5.036  -0.302  2.548
H  -6.029  -3.223  4.500
H  -4.915  -3.996  6.555
H  -2.716  -3.047  7.215
H  -1.639  -1.349  5.760
H  -2.445  0.565  3.883
H  -2.542  -2.539  2.542
H  0.410  -1.865  -1.953
H  0.336  -4.316  -2.103
H  -0.842  -5.622  -0.353
H  -2.071  -5.770  1.627
H  -3.220  -4.466  1.879
H  -1.725  -4.533  2.830
H  -2.810  2.379  1.306
H  -2.522  4.650  2.281
H  -0.632  5.070  3.834
H  0.922  3.248  4.405
H  1.877  1.102  3.842
H  1.076  -0.002  2.726
H  0.553  0.085  4.409
S  3.946  2.757  -2.209
Sb  3.278  2.501  -0.142
S  0.800  2.363  -0.180
S  1.527  0.332  -0.297
S  3.930  2.503  1.949
C  -4.461  -0.051  -0.658
C  -3.915  0.296  -2.020
C  -4.732  0.431  -3.123
C  -4.192  0.750  -4.365
C  -2.824  0.935  -4.540
C  -1.957  0.811  -3.471
C  -0.472  1.008  -3.624
C  -2.533  0.497  -2.216
N  -1.720  0.392  -1.134
H  -5.443  -0.516  -0.743
H  -4.572  0.849  -0.044
H  -3.799  -0.729  -0.124
H  -5.800  0.282  -3.016
H  -4.853  0.855  -5.217
H  -2.429  1.176  -5.519
H  -0.224  1.288  -4.646
H  0.072  0.092  -3.380
H  -0.102  1.786  -2.954



Entry 3:
A 2-piece molecular cluster, C23H23N3 overall, computed with ωB97M-V with the def2-TZVPD basis set.

Computed properties:
E_LUMO, hartree: -0.073
Relative energy (zero: lowest compared OMol25 entry of this formula, charge and spin), kcal/mol: 5.9
E, a.u.: -1054.4264
Charge: 0
Gap between HOMO and LUMO, eV: 4.478

Positions of all 49 atoms, in Å:
C  2.529  -2.006  1.827
C  2.933  -1.293  0.540
C  4.430  -0.958  0.580
C  2.678  -2.156  -0.687
C  2.117  -0.020  0.442
N  2.711  1.180  0.514
C  1.782  2.211  0.405
C  0.513  1.627  0.269
C  -0.584  2.467  0.091
C  -0.396  3.857  0.160
C  0.890  4.410  0.289
C  2.009  3.576  0.405
C  0.707  0.165  0.300
C  -0.264  -0.824  0.175
C  -1.670  -0.671  0.413
C  -2.205  0.151  1.439
C  -3.574  0.361  1.540
C  -4.458  -0.202  0.607
C  -5.915  0.159  0.625
C  -3.955  -1.115  -0.331
C  -2.600  -1.389  -0.385
H  1.455  -2.217  1.840
H  3.079  -2.950  1.923
H  2.771  -1.369  2.687
H  4.752  -0.437  -0.331
H  4.699  -0.361  1.460
H  4.998  -1.895  0.639
H  2.935  -1.598  -1.592
H  3.296  -3.063  -0.654
H  1.632  -2.456  -0.769
H  3.706  1.329  0.637
H  -1.565  2.040  -0.096
H  -1.262  4.521  0.115
H  1.005  5.494  0.292
H  3.027  3.953  0.502
H  0.063  -1.822  -0.108
H  -1.514  0.608  2.147
H  -3.970  0.987  2.343
H  -6.448  -0.429  -0.129
H  -6.380  -0.037  1.601
H  -6.070  1.224  0.401
H  -4.651  -1.598  -1.024
H  -2.213  -2.109  -1.107
C  -0.314  -0.861  -3.064
C  -1.201  -1.864  -3.420
N  -1.992  -2.699  -3.675
C  1.015  -0.984  -3.427
N  2.156  -1.031  -3.717
H  -0.686  0.094  -2.697



Entry 4:
An isolated molecule of C4H9NO, computed with ωB97M-V with the def2-TZVPD basis set.

Computed properties:
E_LUMO, hartree: 0.029
Relative energy (zero: lowest compared OMol25 entry of this formula, charge and spin), kcal/mol: 74.1
E, a.u.: -287.7143
Charge: 0
Gap between HOMO and LUMO, eV: 9.656

Positions of all 15 atoms, in Å:
C  -0.919  1.186  -0.280
N  -0.517  -0.118  0.057
C  -1.364  -1.265  0.232
C  0.792  -0.233  -0.486
O  1.061  -0.942  -1.430
C  1.870  0.334  0.450
H  -1.688  1.571  0.461
H  0.302  1.399  -0.648
H  -1.237  1.467  -1.279
H  -1.616  -1.715  -0.729
H  -2.287  -0.965  0.746
H  -0.840  -2.002  0.853
H  2.239  -0.541  1.002
H  1.501  1.073  1.168
H  2.704  0.752  -0.114



Entry 5:
C3H4KO4 as an isolated structure, computed with ωB97M-V with the def2-TZVPD basis set.

Computed properties:
E_LUMO, hartree: -0.144
Relative energy (zero: lowest compared OMol25 entry of this formula, charge and spin), kcal/mol: 10.6
E, a.u.: -1017.3878
Charge: +1
Gap between HOMO and LUMO, eV: 10.336

Positions of all 12 atoms, in Å:
C  0.219  -0.918  -0.465
C  -1.044  -0.863  0.382
O  -1.074  0.460  0.932
C  -0.114  1.218  0.434
O  0.172  -1.186  -1.782
O  0.514  2.025  1.088
O  0.379  0.667  -0.659
K  3.071  3.067  1.273
H  0.953  -1.589  0.002
H  -1.008  -1.567  1.220
H  -1.942  -1.053  -0.212
H  -0.127  -0.260  -2.213



Entry 6:
A 2-piece molecular cluster, C9H16NO overall, computed with ωB97M-V with the def2-TZVPD basis set.

Computed properties:
E_LUMO, hartree: -0.116
Relative energy (zero: lowest compared OMol25 entry of this formula, charge and spin), kcal/mol: 0.8
E, a.u.: -482.2915
Charge: +1
Gap between HOMO and LUMO, eV: 8.931

Positions of all 27 atoms, in Å:
C  0.467  -2.050  0.989
C  0.653  -3.164  -0.030
N  1.746  -1.754  1.694
H  0.168  -1.130  0.500
H  -0.322  -2.291  1.694
H  0.955  -2.805  -1.007
H  -0.299  -3.679  -0.184
H  1.710  -0.912  2.296
H  2.027  -2.528  2.299
H  2.510  -1.633  1.029
H  1.333  -3.936  0.343
C  -1.920  1.858  -2.755
C  0.230  1.381  0.915
C  0.918  1.773  -0.208
C  -1.146  1.195  0.910
C  0.228  1.932  -1.408
C  -1.805  1.470  -0.269
C  -1.145  1.786  -1.465
O  0.968  0.832  2.000
H  0.944  1.457  2.747
H  1.973  2.008  -0.154
H  -1.603  0.865  1.827
H  0.730  2.330  -2.284
H  -2.865  1.306  -0.345
H  -2.110  2.902  -2.977
H  -2.920  1.454  -2.591
H  -1.426  1.333  -3.566



- What is the formula in the fifth record?
  C3H4KO4